3 unconnected molecules or ions with the total composition C54H47N3O9S, computed with wB97M-V/def2-TZVPD.

Each line ends with the Mulliken charge.
Element x y z (Å)
1 C -0.35250 3.18947 1.10896  0.79
2 C -7.35897 3.73711 -2.29054  0.09
3 C 4.52632 -4.72098 -1.95716  0.17
4 H -1.88350 6.10406 1.74464  0.41
5 C 3.34077 -6.78216 -2.75581  0.54
6 C 3.22710 -4.00048 -1.83936  0.48
7 C -4.08478 -0.52938 2.92403  -0.58
8 C 4.37378 1.58155 -0.10749  1.60
9 C -5.99016 3.81786 -1.70981  0.49
10 C 0.92787 2.58423 0.62757  -0.23
11 C -1.14715 0.88568 1.20542  0.20
12 C 4.65490 -2.08976 2.28891  -0.60
13 H -3.77205 -0.84040 1.93253  0.58
14 O -5.71218 3.25141 -0.67216  -0.66
15 C -2.63381 2.80267 1.86271  0.56
16 C -0.50365 4.55929 1.23059  -0.91
17 C -7.67122 4.39755 -3.48090  0.24
18 C -1.40397 2.33280 1.41625  0.59
19 O -3.71562 -4.17823 3.54806  -0.67
20 H 3.93290 -2.43652 1.55018  0.13
21 H -1.34435 -4.21283 -2.46214  0.44
22 H 7.92443 -6.52854 -2.15688  0.39
23 H -9.19982 4.85557 -4.90525  0.48
24 C 7.14780 -1.39102 2.38923  -1.56
25 H 7.07836 -0.32907 2.16200  0.29
26 H 7.81917 -4.16305 -1.43149  0.44
27 H -3.92613 1.10549 4.23490  0.59
28 C -0.39275 -4.72271 -2.53088  -0.64
29 C 1.84820 -2.29902 3.34408  -0.80
30 H 8.11869 -1.74940 2.05729  0.44
31 H 4.52171 1.85530 2.01406  0.72
32 H -4.28216 1.48576 1.38111  0.43
33 C 0.22173 0.45078 1.56609  0.56
34 H 3.81268 0.34550 -1.63823  0.24
35 C -4.96988 4.63264 -2.42575  -0.04
36 C -9.62004 2.94466 -2.13808  -0.51
37 H -10.94124 3.56938 -3.71098  0.40
38 H 2.22114 -3.84693 4.94804  0.49
39 H -4.52933 2.57265 2.70833  0.55
40 C -5.27206 5.26631 -3.63256  0.47
41 C 5.69019 -4.04575 -1.62641  -0.38
42 C -2.73489 5.49968 -2.52986  -0.51
43 C 1.72058 -1.08795 2.57916  1.96
44 C 6.97063 -6.02042 -2.10449  -0.46
45 N 3.36714 1.00226 -1.01079  -0.51
46 O -2.24870 -2.75749 2.20415  -0.60
47 H -0.39672 -1.40253 2.39866  0.04
48 O 1.56270 3.10449 -0.25866  -0.64
49 H 2.90796 1.70907 -1.57149  0.24
50 O 3.38471 -7.94275 -3.10462  -0.68
51 C 4.19494 -0.69312 2.78881  -1.20
52 O 3.18656 -2.85676 -1.43181  -0.64
53 H 5.93764 0.49646 -0.80575  0.34
54 C 1.29423 1.29074 1.29966  -0.15
55 O -1.76971 -3.15313 4.58873  -0.53
56 C -3.84644 -1.60078 3.99634  -1.14
57 C -0.33413 -6.02808 -3.00755  -0.46
58 C -9.93479 3.61344 -3.31635  -0.49
59 C -8.33559 3.00683 -1.62570  -0.50
60 C 2.82528 -0.26626 2.30721  0.43
61 H 0.31313 5.22601 1.00017  0.55
62 N 4.95714 2.82160 -0.63679  -0.71
63 H -4.53411 6.48505 -5.22868  0.48
64 H -3.46522 4.26129 -0.94146  0.67
65 H 4.99361 -0.30154 0.23249  -0.47
66 H 3.38198 2.90297 1.21260  0.47
67 C -3.79061 1.91825 2.24916  -1.03
68 S -2.89127 -3.01663 3.45643  1.38
69 C 3.72627 1.87842 1.27524  -2.49
70 C 1.98898 -4.72555 -2.23087  0.19
71 H -3.70350 4.63165 2.27743  0.39
72 C 2.04604 -6.04479 -2.69023  0.41
73 H -8.08345 2.49262 -0.70869  0.47
74 C -3.69959 4.75128 -1.87704  -0.40
75 H 4.72549 2.88198 -1.62058  0.30
76 C 0.76627 -4.07158 -2.14478  -0.70
77 H -0.95509 -2.78466 4.21111  0.36
78 C 0.43670 -0.75059 2.18894  -0.77
79 O -6.90025 5.71432 -5.27702  -0.67
80 C 4.58292 -6.04971 -2.37430  0.42
81 H -4.79448 -2.04658 4.28257  0.43
82 H 5.96772 2.73954 -0.60678  0.31
83 C -3.03147 6.12130 -3.73856  -0.59
84 C -3.46191 0.81856 3.29059  -0.98
85 C 2.60725 0.95012 1.63481  0.39
86 C 6.04967 -2.15788 1.65579  0.42
87 C 5.81002 -6.69778 -2.44385  -0.74
88 H 6.01559 -1.87080 0.60659  -0.42
89 H -1.24048 -6.53141 -3.31680  0.40
90 C 2.05032 -3.12256 4.19258  -0.56
91 C -8.96282 4.33540 -3.98761  -0.58
92 H -3.41588 -1.19942 4.90935  0.50
93 H -2.39486 0.71562 3.47808  0.33
94 H 6.33028 -3.21288 1.66395  0.50
95 N 5.44542 0.59576 0.07793  -0.50
96 H 5.84870 -7.73053 -2.76136  0.49
97 C 6.91221 -4.69103 -1.69571  -0.63
98 H -10.38028 2.37659 -1.61852  0.41
99 H 7.07292 -1.49772 3.47027  0.33
100 C -4.29613 6.00456 -4.28989  -0.67
101 H 5.62428 -3.01556 -1.30685  0.45
102 H 0.93132 -7.70663 -3.44525  0.47
103 H 4.62963 -2.78259 3.12158  0.44
104 C 0.88050 -6.68920 -3.08325  -0.64
105 H -5.16216 -0.37269 2.86587  0.34
106 H -1.74653 5.59495 -2.09887  0.51
107 H 0.72903 -3.05606 -1.77511  0.62
108 C -2.77356 4.18090 1.96167  -1.08
109 C -1.72975 5.03872 1.64987  -0.86
110 H -2.27244 6.69805 -4.25038  0.40
111 H 4.10501 -0.74856 3.87713  0.59
112 C -6.63657 5.17328 -4.22425  0.51
113 H 4.93677 0.06851 2.59214  0.43
114 O -1.97452 0.12243 0.77042  -0.60

Output
HOMO = -8.94 eV
M = 914.0 g mol⁻¹
lowest unoccupied orbital energy = -0.98 eV
SMILES string = C#Cc1cc2c(c(CC(N)(N)N)c1CCCC)C(=O)c1cccc(CCCCS(=O)(=O)O)c1C2=O.O=C1c2ccccc2C(=O)c2ccccc21.O=C1c2ccccc2C(=O)c2ccccc21
Kohn-Sham gap = 7.96 eV